1.
C9H16N | the ωB97M-V functional and the def2-TZVPD basis

Cartesian coordinates (Å):
H: -0.024 -2.819 -1.854
H: -0.443 3.253 0.286
C: 1.742 1.946 0.324
C: -2.022 -3.263 0.006
H: -1.895 -1.116 0.075
H: 0.719 -1.566 1.010
C: -1.456 -1.975 -0.443
C: -0.434 -1.969 -1.305
H: -2.959 -3.385 -0.501
H: 0.567 1.660 -1.275
H: 1.704 1.620 1.382
H: 2.789 3.396 -0.959
H: -1.550 1.918 -0.007
C: 2.722 2.742 -0.104
C: 0.232 -0.588 1.147
C: -0.602 2.191 0.364
H: 1.050 0.093 1.676
N: 0.499 1.453 -0.278
H: -1.468 -4.111 -0.363
H: 3.387 3.181 0.698
H: 0.386 -0.170 -2.368
H: -0.443 2.018 1.409
H: -2.078 -3.275 1.095
C: 0.156 0.011 -0.220
C: 0.075 -0.555 -1.421
H: -0.653 -0.691 1.626

HOMO, Ha: -0.4654
Energy above the lowest of the compared OMol25 structures with the same formula, charge and spin, kJ/mol: 390.5
Charge: +1
E, Ha: -406.90081
Kohn-Sham gap, Eh: 0.3602
SMILES string: C=C[N@H+](C)/C(C)=C/C=C/C

2.
C6H6 | the ωB97M-V functional and the def2-TZVPD basis

Cartesian coordinates (Å):
C: 0.673 -0.214 -1.473
C: -0.032 0.789 -0.055
H: -2.123 1.006 -0.232
H: -1.490 -0.667 0.258
C: -0.065 0.842 -1.561
C: 1.288 -1.172 -0.613
H: 1.339 -0.617 1.615
H: 1.746 -2.035 -0.857
H: -1.319 0.657 1.477
C: -1.418 0.410 0.474
H: 0.422 1.548 0.458
C: 0.977 -0.547 0.509

HOMO, Ha: -0.3299
Energy above the lowest of the compared OMol25 structures with the same formula, charge and spin, kJ/mol: 657.2
E, Ha: -231.97602
Kohn-Sham gap, Eh: 0.3496

3.
C8H11NO2S | the ωB97M-V functional and the def2-TZVPD basis

Cartesian coordinates (Å):
H: -0.453 -0.342 -1.164
C: 3.392 -1.211 -0.262
O: -2.541 -1.595 -0.558
N: -1.984 1.924 -0.512
H: 4.108 -1.975 -0.384
H: 1.931 1.729 0.921
H: 1.440 -2.132 -0.923
H: -2.500 1.652 -1.404
C: 2.255 0.825 0.504
H: -0.109 2.181 0.494
C: 2.008 -1.308 -0.428
C: -2.321 -0.854 0.583
H: -0.438 -1.562 1.176
H: 0.040 1.942 -1.220
H: -2.514 1.625 0.249
C: -0.569 1.596 -0.340
C: -0.869 -0.600 0.953
C: -0.168 0.118 -0.189
C: 1.362 -0.094 0.052
S: 3.884 0.290 0.467
O: -3.256 -0.282 1.153
H: -1.711 -1.967 -0.983
H: -0.986 0.040 1.815

HOMO, Ha: -0.3373
Energy above the lowest of the compared OMol25 structures with the same formula, charge and spin, kJ/mol: 78.0
E, Ha: -914.84211
Kohn-Sham gap, Eh: 0.3508
SMILES string: NC[C@H](CC(=O)O)c1ccsc1

4.
C41H67N2O12 | the ωB97M-V functional and the def2-TZVPD basis

Cartesian coordinates (Å):
O: 5.849 4.450 -1.140
C: -1.668 -2.988 2.459
H: -2.713 2.130 1.149
H: 6.035 -6.435 -3.442
C: -2.968 -0.438 -1.118
H: -1.804 0.161 6.482
C: 5.766 -5.382 -3.422
H: 7.009 6.138 -0.874
H: -7.859 4.029 10.905
H: 0.084 0.681 -0.845
H: 1.008 0.439 -9.646
H: 6.796 -4.340 -5.065
H: 1.881 -0.458 -8.404
C: 0.895 2.470 -1.881
H: 3.120 0.443 -10.697
C: 3.851 1.036 -3.802
H: 3.625 -3.362 0.677
N: 1.184 0.774 -3.653
C: 1.839 0.490 -8.940
H: 1.580 2.756 -1.050
H: 4.933 1.068 -3.976
O: -6.484 1.556 11.314
O: 5.106 -5.428 -1.095
C: -4.493 0.253 8.370
H: -2.771 -5.783 3.369
O: -0.896 -2.332 1.810
O: 3.679 4.065 -0.693
H: -9.708 2.235 9.285
C: 3.037 0.134 -4.544
C: -8.277 3.049 10.669
H: -3.258 2.167 -0.539
H: 3.488 6.071 -2.527
H: 0.257 -1.356 -0.851
O: 3.748 3.069 -10.373
C: -2.440 1.810 0.117
H: 1.115 -3.704 0.289
H: -7.271 3.604 8.061
H: -2.447 0.852 8.644
C: -2.367 0.240 0.160
C: -1.053 2.486 -0.193
C: -3.240 0.969 7.902
H: 1.688 -1.723 -1.964
H: 5.929 7.343 -2.710
H: -5.393 0.641 7.898
C: -2.973 -4.753 3.080
H: -0.515 -3.739 -1.183
H: -1.011 1.418 -2.051
H: -4.614 0.301 9.450
O: -3.158 -2.198 6.364
H: 0.161 0.714 -3.598
H: -9.473 3.969 9.066
C: -0.010 -3.169 -1.987
C: 0.941 -2.138 -1.251
C: 1.664 1.689 -8.025
O: -4.315 -1.118 7.962
O: 6.249 -3.656 -1.892
H: 3.339 -3.561 -1.143
C: 6.621 5.533 -1.695
H: -1.909 -1.900 4.302
C: -2.945 -3.808 4.266
H: 1.527 -2.040 0.847
H: -1.284 3.485 -0.628
H: -3.289 -2.634 -3.112
O: -6.936 1.870 9.130
H: -2.175 -2.266 -0.220
H: -3.924 -4.718 2.541
H: -1.354 -0.145 0.389
C: 4.538 4.762 -1.172
C: -2.526 -2.736 -2.309
H: 5.982 -2.547 -3.610
C: 1.637 -2.769 0.023
C: -1.079 -2.380 -2.835
C: 4.333 6.102 -1.841
H: 0.570 3.430 -2.339
C: -8.967 3.037 9.312
O: 2.210 2.799 -8.747
H: -0.976 -1.277 -2.729
H: -2.488 -3.821 -2.057
H: 3.697 2.610 -2.210
H: 4.813 -5.221 -3.930
H: 3.571 -0.524 -5.254
H: -3.019 -0.078 1.004
H: -8.158 2.178 7.483
C: -3.427 -1.182 6.947
C: 1.770 1.648 -2.851
H: 2.208 1.580 -7.081
C: -7.821 2.711 8.371
H: 7.665 -2.702 -3.062
H: 7.843 -4.959 -3.787
H: -3.348 -1.930 3.236
C: 6.871 -4.504 -3.990
H: -0.993 -2.604 -3.921
C: -2.922 -1.993 -0.996
H: 4.174 6.860 -1.072
C: 5.652 6.300 -2.573
H: -3.386 0.591 5.760
C: -0.263 1.649 -1.253
H: 7.460 5.130 -2.260
C: 6.720 -3.231 -3.178
H: -3.908 -2.396 -0.682
C: -7.145 2.070 10.461
H: -8.940 2.715 11.463
C: -2.502 -2.504 3.622
H: 0.629 -3.805 -2.633
C: 3.121 0.836 -9.683
C: 3.168 -2.946 -0.241
H: 4.009 0.502 -9.144
H: 0.616 1.882 -7.800
C: 3.088 2.348 -9.687
C: -2.879 0.195 6.643
C: 3.188 1.862 -2.849
H: -4.037 -0.124 -1.146
H: 5.597 5.835 -3.560
H: -2.504 -0.056 -2.054
C: 5.656 -4.877 -2.000
N: 1.722 -0.052 -4.526
H: 3.662 -1.963 -0.424
H: -0.473 2.672 0.731
O: -1.933 -4.288 2.199
H: -2.193 -4.137 4.984
H: -3.896 -3.743 4.786
H: -3.391 2.035 7.738

HOMO, Ha: -0.4210
Energy above the lowest of the compared OMol25 structures with the same formula, charge and spin, kJ/mol: 0.0
Charge: +1
E, Ha: -2614.63552
Kohn-Sham gap, Eh: 0.2605

5.
C20H37BInN7O3S | the ωB97M-V functional and the def2-TZVPD basis

Cartesian coordinates (Å):
H: 0.331 -0.548 -2.736
H: 0.245 -1.781 -1.652
C: -1.716 2.094 -2.487
S: -1.424 3.064 1.553
H: -4.035 2.944 2.244
H: 1.522 3.464 0.044
C: -0.756 1.825 -4.709
C: -0.539 1.935 -3.331
H: 2.471 0.035 -2.161
N: 0.817 0.816 3.051
N: -2.928 2.291 -0.609
H: 0.572 1.499 3.757
In: 0.013 1.318 0.179
H: 0.167 0.044 3.133
C: -2.591 -2.196 0.946
C: 0.789 1.978 -2.830
H: -4.857 2.537 0.795
H: -1.651 -4.823 1.607
H: 3.444 2.486 1.920
N: 2.402 0.042 0.609
C: -2.760 -2.772 -0.454
H: 2.396 -0.247 4.047
N: -4.054 2.954 1.240
B: -0.958 -0.604 0.765
H: 2.008 -1.935 0.104
C: 2.095 -0.897 -1.744
N: -1.702 2.096 -1.211
C: 1.589 1.823 -5.131
C: -1.303 -2.693 1.654
C: -3.869 -2.369 1.744
H: -4.056 -3.425 1.951
C: 1.833 1.940 -3.778
N: 1.693 2.858 0.840
H: 2.540 -1.706 -2.340
H: 2.838 1.239 3.252
O: -2.323 -0.783 0.790
H: -3.554 -2.225 -0.962
O: 1.088 2.056 -1.558
H: -1.781 1.806 -5.063
C: 0.284 1.752 -5.614
H: 1.958 -1.393 2.014
N: 0.639 -0.864 -1.823
H: 1.413 3.349 1.679
H: -2.026 -3.225 3.636
C: -0.882 -4.107 1.308
C: 3.371 1.085 0.269
C: -1.351 -2.509 3.165
H: -1.687 -1.503 3.426
H: 3.728 3.179 0.349
C: 3.108 2.459 0.887
O: -0.306 -1.770 1.147
H: -2.674 2.252 -2.985
C: 2.570 -1.099 -0.315
H: 0.087 1.661 -6.674
H: -4.709 -1.982 1.166
H: 4.388 0.768 0.553
H: -3.026 -3.830 -0.426
C: -2.856 2.711 0.618
H: -0.700 -4.219 0.240
H: -0.350 -2.662 3.573
H: -3.828 -1.826 2.686
H: 2.848 2.014 -3.404
H: 0.037 -4.357 1.840
H: -1.846 -2.656 -1.037
H: 3.348 1.206 -0.811
C: 2.197 0.365 3.156
H: 3.631 -1.398 -0.331
H: 3.629 -0.828 2.097
C: 2.584 -0.502 1.964
H: 2.423 1.793 -5.821

HOMO, Ha: -0.2568
Energy above the lowest of the compared OMol25 structures with the same formula, charge and spin, kJ/mol: 0.0
E, Ha: -2006.62407
Kohn-Sham gap, Eh: 0.2721

6.
C48H52AsClN9O2PSSr | the ωB97M-V functional and the def2-TZVPD basis

Cartesian coordinates (Å):
C: 1.454 1.211 2.121
H: 3.904 1.274 -3.262
C: -5.061 3.551 0.423
H: -3.055 -1.882 3.688
C: -3.877 1.900 1.732
C: -8.687 -1.177 -1.665
C: 2.259 1.820 -4.564
C: -2.437 -1.080 4.078
C: 2.034 0.457 -2.641
H: -5.689 0.472 -3.843
H: -0.194 1.715 5.492
C: -1.487 1.115 3.898
H: 0.418 2.172 -5.600
H: -0.441 -0.415 6.733
C: 1.888 -2.646 3.774
C: -4.286 2.553 2.892
C: 4.029 -2.307 -0.009
S: -1.214 2.367 -1.005
H: -8.683 0.591 -2.885
C: -5.578 -4.192 2.606
H: -1.460 1.401 -4.927
H: -5.893 0.333 2.734
C: -5.462 4.195 1.585
H: -1.881 -2.205 5.815
H: -0.835 -5.007 -1.533
C: -8.290 -1.744 -0.463
C: -2.327 0.362 -3.466
N: -2.228 -0.393 -2.384
C: -0.827 0.928 5.101
C: -5.537 -0.694 2.633
As: -7.109 -1.813 2.192
C: -4.719 0.218 -3.435
N: 1.088 2.657 0.482
H: -4.807 -0.647 0.606
C: -8.364 0.144 -1.951
H: 2.452 -0.037 -1.771
C: -4.619 -0.601 -2.311
C: 2.087 2.336 2.892
H: -6.071 5.089 1.529
C: -5.638 -3.587 0.290
C: 2.608 -2.365 -0.577
H: -5.498 -1.000 -1.822
H: -0.950 -2.313 1.657
H: -7.385 1.919 -1.238
H: -2.388 -2.756 1.019
H: -5.209 -1.000 3.628
H: -8.560 -2.773 -0.248
C: -3.357 -0.864 -1.830
Sr: -0.259 -0.533 -0.538
O: 2.413 -3.110 -1.546
C: 0.730 -2.222 3.150
H: 4.714 -2.883 -0.622
N: 0.532 4.337 -0.897
C: 0.235 3.087 -0.412
C: 2.848 1.193 -3.472
H: -4.458 -4.796 -1.028
H: -5.897 -4.036 3.632
H: 3.597 0.220 3.330
H: 0.262 -3.792 0.389
N: 0.566 -1.019 2.603
C: -4.764 -4.626 -0.003
H: -6.665 0.920 0.860
N: -1.408 -2.616 0.800
C: 1.580 -0.157 2.691
C: -4.418 -0.816 1.615
H: -3.593 -6.245 0.783
H: -0.888 -2.881 -2.898
N: 0.905 1.380 0.973
P: -2.962 0.317 1.685
H: -1.350 2.040 3.348
C: -7.642 0.888 -1.030
H: -3.626 1.338 -4.895
H: -2.235 -3.954 -1.330
H: -0.120 -2.898 3.097
C: -0.823 -3.859 0.278
C: -6.050 -3.354 1.599
C: 0.906 1.686 -4.764
C: -2.309 0.115 3.374
H: -1.162 -4.745 0.827
H: -4.326 -5.856 3.117
C: -3.576 0.701 -4.021
H: -5.376 4.196 3.729
C: -4.268 2.416 0.497
C: -4.690 -5.221 2.320
C: -7.549 -1.011 0.463
H: -9.256 -1.764 -2.375
C: -4.279 -5.439 1.012
H: 0.049 4.621 -1.730
Cl: 4.635 -0.618 0.033
C: -7.236 0.314 0.168
C: 0.155 0.916 -3.863
C: -5.069 3.696 2.819
O: 1.747 -1.654 0.022
C: -1.149 -4.010 -1.199
N: -0.529 -2.923 -1.954
N: -1.208 0.824 -4.143
H: -5.345 3.945 -0.545
H: 1.470 4.669 -0.744
H: -4.044 -1.841 1.606
N: 0.714 0.301 -2.831
H: 1.947 -3.641 4.194
H: -3.214 -1.490 -0.954
H: 2.851 2.414 -5.248
H: 3.070 2.587 2.484
C: -0.964 -0.267 5.797
H: 0.485 -3.071 -2.005
H: -5.986 -2.946 -0.512
H: 4.029 -2.663 1.019
H: 2.197 2.071 3.942
H: 3.889 -2.043 4.300
C: -1.770 -1.270 5.281
H: 1.479 3.233 2.791
H: -3.997 2.166 3.862
H: -3.933 1.935 -0.415
C: 2.951 -1.758 3.839
C: 2.790 -0.496 3.304

HOMO, Ha: -0.2541
Energy above the lowest of the compared OMol25 structures with the same formula, charge and spin, kJ/mol: 0.0
E, Ha: -5970.02456
Kohn-Sham gap, Eh: 0.2714

7.
C6H4 | the ωB97M-V functional and the def2-TZVPD basis

Cartesian coordinates (Å):
H: 3.300 0.074 -0.035
C: -1.947 -0.715 -0.019
C: -1.144 0.286 -0.059
C: 1.027 0.335 -0.026
C: -0.136 1.152 -0.086
C: 2.329 -0.092 0.031
C: 1.252 -1.101 -0.080
H: -2.549 -1.030 -0.887
H: -1.948 -1.148 0.958
H: -0.185 2.239 0.203

HOMO, Ha: -0.3281
Energy above the lowest of the compared OMol25 structures with the same formula, charge and spin, kJ/mol: 224.6
E, Ha: -230.79116
Kohn-Sham gap, Eh: 0.3490

8.
C24H26CdN3O9 | the ωB97M-V functional and the def2-TZVPD basis

Cartesian coordinates (Å):
H: 2.538 -2.361 1.017
C: 4.354 -1.739 0.012
O: -1.329 1.983 3.807
H: -1.536 3.029 -3.098
H: -2.634 -1.974 1.320
C: 3.902 -0.263 0.094
H: -6.814 -0.428 -3.140
C: -2.406 -1.156 2.012
H: 3.577 -3.682 0.520
H: 4.557 -1.584 4.143
O: -0.486 1.902 1.752
Cd: -0.245 0.736 -0.001
H: 2.882 -1.511 3.546
H: 0.529 -0.273 3.036
O: -4.412 0.104 2.168
N: 4.220 -0.350 2.498
C: 1.572 2.477 -1.678
H: -5.284 -3.924 -1.209
H: 2.068 5.982 -3.373
O: -1.469 -0.953 -1.054
H: -2.142 -2.335 -0.795
H: -4.859 0.923 1.898
C: -4.788 -0.317 -2.452
H: 5.181 -0.346 2.171
H: -7.140 -2.739 -2.335
H: -0.988 -0.481 3.982
H: 5.424 -1.825 0.228
N: -2.360 0.942 -2.030
H: 5.270 -2.947 2.267
H: 4.214 -2.073 -1.015
C: -6.185 -2.247 -2.201
H: -4.622 0.700 -2.769
N: -1.175 1.531 -1.735
H: 4.017 4.740 -2.469
H: -2.728 -1.437 3.027
C: -0.835 2.598 -2.368
O: -1.022 -0.952 1.963
C: -2.432 -0.296 -1.604
H: -0.166 4.946 -3.290
C: -3.207 0.059 1.582
C: 0.686 4.430 -2.867
H: 3.110 -0.042 -0.624
C: 3.023 4.312 -2.403
O: -2.854 0.892 0.796
C: 3.310 -0.107 1.469
C: 1.933 5.007 -2.924
O: 1.502 1.315 -1.133
C: 2.848 3.091 -1.808
H: 3.781 -3.666 2.871
H: 3.692 2.553 -1.401
C: 4.190 -2.791 2.365
C: 3.581 -2.681 0.956
O: -2.929 -2.977 -0.775
C: 0.468 3.184 -2.266
C: -6.003 -0.945 -2.646
C: -3.918 -2.297 -1.387
C: -0.826 1.397 2.854
C: -3.731 -0.974 -1.827
H: 4.740 0.414 -0.071
C: -5.155 -2.915 -1.570
C: 3.930 -1.556 3.246
O: 2.134 0.039 1.687
C: -0.553 -0.138 3.034

HOMO, Ha: -0.1608
Energy above the lowest of the compared OMol25 structures with the same formula, charge and spin, kJ/mol: 100.4
Charge: -1
E, Ha: -1939.46264
Kohn-Sham gap, Eh: 0.2536